(1)
# C19H20N2O5

A single C19H20N2O5 molecule (ωB97M-V with the def2-TZVPD basis set, the OMol25 dataset).

Results
HOMO (eV): -8.21
Molecular weight (g mol⁻¹): 356.4
Orbital gap (eV): 8.899
Energy above the lowest of the compared OMol25 structures with the same formula, charge and spin (kcal per mole): 28.0

Geometry as XYZ:
```
46
Properties=species:S:1:pos:R:3:forces:R:3
C -1.7875 -3.8039 1.9692 -0.155 -0.122 0.216
O -1.2397 -3.0697 0.9033 0.341 0.189 -0.388
C 0.0063 -3.3925 0.4491 0.136 -0.005 -0.085
C 0.7746 -4.4503 0.9063 -0.272 0.074 0.089
C 2.0297 -4.6857 0.3633 0.147 0.002 -0.085
C 2.5228 -3.8698 -0.6349 0.004 -0.156 0.134
C 1.7667 -2.8058 -1.1017 -0.004 0.079 -0.068
C 0.5126 -2.5575 -0.5684 0.089 -0.129 0.090
N -0.3161 -1.5014 -0.9713 -0.277 -0.408 0.453
C -0.0710 -0.5552 -1.8980 -0.501 0.344 -0.144
O 0.9216 -0.4685 -2.5899 0.278 -0.071 -0.059
C -1.2092 0.4945 -1.9727 0.052 -0.396 -0.173
C -1.0410 1.4172 -3.1823 0.102 0.170 0.055
C -1.0797 2.8460 -2.6202 0.468 -0.251 0.110
O -2.3648 3.4082 -2.6394 -0.556 0.123 0.111
C -0.5539 2.6597 -1.1874 0.178 0.541 -0.263
N -1.0980 1.3728 -0.8088 -0.134 0.104 -0.013
C -1.6367 1.0156 0.3738 -0.068 -0.182 -0.315
O -2.2798 0.0022 0.5258 -0.107 -0.029 0.294
O -1.4604 1.8988 1.3965 -0.109 0.096 0.129
C -0.1876 2.3213 1.7243 0.433 0.141 0.189
C 0.9463 1.5730 1.4347 -0.279 -0.095 0.002
C 2.1883 2.0400 1.8278 0.008 0.047 0.008
C 2.3042 3.2380 2.5107 0.125 0.034 0.037
C 1.1680 3.9718 2.8102 0.027 -0.019 -0.025
C -0.0781 3.5204 2.4182 -0.237 -0.219 -0.153
H -2.7432 -3.3288 2.1840 0.054 -0.081 0.038
H -1.9531 -4.8504 1.6928 0.030 0.051 0.011
H -1.1510 -3.7570 2.8583 -0.009 -0.002 -0.053
H 0.4043 -5.0999 1.6835 -0.077 -0.028 0.071
H 2.6154 -5.5152 0.7296 0.048 -0.070 0.032
H 3.4982 -4.0547 -1.0572 0.088 -0.014 -0.042
H 2.1436 -2.1642 -1.8801 -0.018 0.030 -0.016
H -1.1758 -1.4362 -0.4287 0.054 0.198 -0.201
H -2.1756 -0.0197 -1.9414 0.129 0.082 0.004
H -0.0695 1.2165 -3.6376 -0.078 -0.008 0.015
H -1.8186 1.2700 -3.9288 0.008 0.026 -0.008
H -0.4596 3.5369 -3.1937 0.018 -0.109 0.083
H -2.9644 2.8377 -2.1430 -0.011 0.044 -0.035
H 0.5413 2.6350 -1.1759 -0.047 0.049 0.017
H -0.9078 3.4506 -0.5254 0.076 -0.060 -0.083
H 0.8586 0.6285 0.9170 0.003 -0.099 -0.052
H 3.0671 1.4564 1.5991 0.073 -0.055 -0.020
H 3.2759 3.5960 2.8141 0.085 0.031 0.028
H 1.2506 4.9031 3.3497 -0.002 0.080 0.047
H -0.9739 4.0764 2.6453 -0.112 0.069 0.016
```
Positions in Å, forces in eV/Å.

---

(2)
# C19H20N2O6

A single C19H20N2O6 molecule (ωB97M-V with the def2-TZVPD basis set, the OMol25 dataset).

Results
HOMO (eV): -8.58
Molecular weight (g mol⁻¹): 372.4
Orbital gap (eV): 8.318
Energy above the lowest of the compared OMol25 structures with the same formula, charge and spin (kcal per mole): 74.8

Geometry as XYZ:
```
47
Properties=species:S:1:pos:R:3:forces:R:3
C -4.4310 2.5255 -2.6322 -0.009 -0.201 0.022
C -3.6590 1.3547 -2.0194 -0.082 0.187 -0.066
C -2.4690 1.8570 -1.2573 0.037 -0.103 0.066
C -2.5728 2.1954 0.0877 -0.026 -0.023 -0.078
C -1.4800 2.6733 0.7834 0.261 0.042 -0.020
C -0.2474 2.8055 0.1470 -0.613 0.053 -0.114
C 0.9254 3.2221 0.9418 0.351 -0.206 -0.044
O 0.9010 4.0669 1.8013 0.051 -0.059 -0.025
C 2.2190 2.4538 0.6276 0.252 0.368 0.497
O 1.9519 1.1848 0.0496 0.208 -0.080 -0.229
C 1.5477 0.2202 0.8858 -0.067 -0.186 0.231
O 1.5994 0.3337 2.0937 0.056 0.161 -0.145
C 1.0241 -0.9600 0.1760 -0.086 -0.123 -0.070
C 0.6695 -0.8451 -1.1571 -0.139 -0.197 -0.237
C 0.0928 -1.9101 -1.8323 0.394 -0.142 1.229
N -0.3264 -1.7489 -3.1822 -0.226 0.053 -0.610
O -0.2286 -0.6422 -3.6827 0.027 0.172 -0.183
O -0.7753 -2.7213 -3.7611 -0.060 -0.099 -0.123
C -0.1085 -3.1304 -1.1774 -0.010 0.294 -0.289
C 0.2403 -3.2640 0.1380 0.055 0.002 0.172
C 0.7991 -2.1878 0.8671 -0.032 0.172 -0.282
N 1.1225 -2.3088 2.1586 0.318 0.262 0.513
C 0.9566 -3.4850 2.9714 0.079 -0.019 0.216
C 1.7202 -3.2851 4.2864 -0.057 -0.537 -0.354
O 1.3428 -2.1112 4.9503 -0.218 0.466 0.203
C -0.1474 2.5006 -1.2103 -0.096 0.164 0.188
C -1.2494 2.0385 -1.9013 -0.022 0.058 -0.007
H -5.2940 2.1618 -3.1843 -0.106 0.035 -0.076
H -3.7924 3.0830 -3.3132 0.029 0.093 -0.069
H -4.7754 3.2023 -1.8532 -0.042 0.095 0.036
H -3.3282 0.6870 -2.8168 -0.017 -0.082 0.053
H -4.3199 0.7969 -1.3527 0.049 -0.068 -0.031
H -3.5192 2.0757 0.5955 -0.107 -0.037 0.050
H -1.5550 2.9240 1.8310 -0.003 0.024 0.102
H 2.7902 2.3468 1.5557 -0.116 0.097 -0.197
H 2.8091 3.0089 -0.1054 -0.054 -0.080 0.047
H 0.8223 0.0854 -1.6790 0.002 -0.019 0.020
H -0.5544 -3.9471 -1.7245 -0.012 -0.045 0.014
H 0.0638 -4.2021 0.6377 -0.023 -0.093 0.044
H 1.4099 -1.4611 2.6469 -0.148 -0.140 -0.190
H -0.1090 -3.6581 3.1854 0.075 -0.104 -0.014
H 1.3546 -4.3675 2.4610 -0.057 -0.010 0.056
H 2.7863 -3.1696 4.0782 -0.065 -0.093 -0.013
H 1.5798 -4.1701 4.9226 0.060 0.067 -0.126
H 0.4067 -2.1501 5.1778 0.066 -0.017 0.006
H 0.7881 2.6433 -1.7298 0.125 -0.076 -0.056
H -1.1563 1.7870 -2.9476 -0.002 -0.027 -0.117
```
Positions in Å, forces in eV/Å.

---

(3)
# C19H20N2Pt

A molecular structure, C19H20N2Pt (ωB97M-V with the def2-TZVPD basis set, the OMol25 dataset).

Results
HOMO (spin up / spin down) (eV): 2.37 / -1.21
Molecular weight (g mol⁻¹): 471.5
Charge: -2
Spin multiplicity: 3
Orbital gap (spin up / spin down) (eV): 1.319 / 6.069

Geometry as XYZ:
```
42
Properties=species:S:1:pos:R:3:forces:R:3
C 0.3560 2.6811 -2.6010 -2.670 -0.466 0.773
C -0.2997 3.3178 -1.4412 -1.066 -2.655 -1.914
C -1.4333 2.4595 -1.0537 1.300 0.948 -1.725
C -1.5187 1.3860 -1.9702 0.400 1.030 -1.323
C -0.4252 1.4811 -2.9274 -0.348 2.061 1.272
Pt 0.7348 1.3036 -0.8410 -1.338 -1.321 -0.178
N 1.8188 -0.3756 -1.5283 1.240 4.214 -2.364
C 2.5105 1.5130 0.0275 -1.254 3.001 2.118
C 1.5826 2.6119 0.4821 2.707 -1.681 0.314
H -2.1619 2.7387 -0.3262 -0.161 -0.169 0.551
H -0.0385 4.2530 -1.0313 0.282 0.651 0.524
H -2.3343 0.6898 -2.0653 0.130 -0.235 0.324
H -0.2662 0.8696 -3.7962 0.147 -0.313 0.121
H 1.1860 3.0573 -3.1386 0.557 0.250 -0.376
H 1.7143 3.5744 -0.0409 -0.142 -0.475 1.049
H 2.8215 0.7841 0.7375 -0.023 -0.676 0.285
H 2.2680 0.5748 -2.1890 -0.608 -4.114 1.424
H 1.2981 2.4714 1.5378 -0.197 0.824 -0.725
H 3.2106 1.8440 -0.6597 1.519 0.136 -1.229
C -2.7464 -3.3125 -1.3891 0.038 0.039 0.061
C -1.8821 -2.5618 -2.2096 -0.373 -0.278 0.617
C -1.0104 -1.6338 -1.6516 -0.347 0.160 -0.284
C -1.0408 -1.3286 -0.2782 0.754 -0.130 0.646
C -1.8676 -2.1526 0.5437 -0.172 0.411 -0.180
C -2.7128 -3.1132 0.0094 0.251 0.016 -1.041
N -0.2750 -0.2919 0.2783 -0.731 -1.673 1.302
C 0.3064 -0.5665 1.5242 -0.479 -0.136 -0.507
C 0.3098 0.4209 2.5313 0.119 -0.160 -0.196
C 0.9332 0.2005 3.7485 0.375 -0.717 0.144
C 1.5634 -1.0361 3.9993 -0.070 0.100 0.091
C 1.5563 -2.0467 3.0134 -0.369 0.756 0.410
C 0.9195 -1.8152 1.8033 0.258 0.237 0.041
H -3.4227 -4.0544 -1.8314 0.236 0.288 0.197
H -1.9040 -2.7033 -3.2948 0.115 -0.057 0.338
H -0.2853 -1.1107 -2.2629 0.007 0.001 0.083
H -1.8746 -1.9754 1.6146 0.071 -0.018 -0.055
H -3.3622 -3.7117 0.6486 0.146 0.157 -0.037
H -0.1715 1.3668 2.3074 -0.072 -0.145 0.073
H 0.9359 0.9862 4.5122 0.017 -0.308 -0.237
H 2.0442 -1.2113 4.9688 -0.126 0.053 -0.385
H 2.0404 -3.0048 3.2092 -0.080 0.229 -0.059
H 0.9229 -2.5795 1.0305 -0.044 0.164 0.059
```
Positions in Å, forces in eV/Å.

---

(4)
# C19H20N6O2S

A single C19H20N6O2S molecule (ωB97M-V with the def2-TZVPD basis set, the OMol25 dataset).

Results
HOMO (eV): -8.64
Molecular weight (g mol⁻¹): 396.5
Orbital gap (eV): 9.185
Energy above the lowest of the compared OMol25 structures with the same formula, charge and spin (kcal per mole): 0.0

Geometry as XYZ:
```
48
Properties=species:S:1:pos:R:3:forces:R:3
C -2.0807 -0.1315 2.1090 0.057 -0.089 0.015
C -1.9785 -1.2987 1.1281 -0.176 0.298 0.127
N -0.6017 -1.6972 0.8622 -0.137 -0.352 -0.020
C 0.5062 -0.9357 0.8086 0.036 -0.311 0.053
O 0.5304 0.2672 1.0593 -0.124 0.175 0.027
C 1.7365 -1.6869 0.4136 0.287 -0.065 -0.032
C 1.8905 -3.0273 0.7620 0.068 0.088 -0.056
C 3.0097 -3.7420 0.3823 0.023 -0.156 -0.002
C 3.9960 -3.1228 -0.3691 -0.175 -0.007 0.116
C 3.8817 -1.7894 -0.7061 0.157 0.073 -0.084
C 2.7705 -1.0513 -0.3018 0.052 -0.251 0.010
N 2.6456 0.3045 -0.5781 -0.507 0.047 0.194
C 3.4500 1.1076 -1.3120 -0.136 0.305 -0.009
O 4.4352 0.7667 -1.9271 0.239 -0.058 -0.162
C 2.9824 2.5606 -1.3491 -0.031 0.108 0.174
S 2.3471 3.1755 0.2423 0.318 0.172 -0.041
C 0.6573 2.9291 -0.0314 -0.633 0.134 0.236
N 0.0526 2.6209 -1.1633 1.209 0.117 0.054
N -1.2394 2.5723 -0.8788 -0.920 -0.117 -0.416
N -1.4615 2.8263 0.3412 -0.865 0.178 0.832
N -0.2864 3.0652 0.9292 0.986 -0.077 -1.420
C -0.1207 3.3112 2.3259 0.036 -0.056 0.523
C -2.7253 -0.9614 -0.1471 0.014 -0.186 -0.036
C -2.0861 -0.3769 -1.2299 0.010 -0.115 0.055
C -2.8015 -0.0256 -2.3606 -0.016 -0.017 -0.032
C -4.1630 -0.2615 -2.4217 -0.030 0.024 -0.093
C -4.8075 -0.8518 -1.3476 -0.123 0.000 0.021
C -4.0920 -1.1995 -0.2168 0.060 0.023 0.034
H -1.4450 -0.3048 2.9740 0.032 0.017 0.132
H -3.1124 -0.0349 2.4372 -0.109 -0.033 0.023
H -1.7874 0.7944 1.6260 -0.030 -0.004 0.054
H -2.4511 -2.1778 1.5888 0.070 0.164 -0.109
H -0.5156 -2.6297 0.4881 0.095 0.136 -0.020
H 1.1404 -3.5130 1.3702 -0.058 -0.014 0.032
H 3.1114 -4.7769 0.6711 0.004 -0.083 0.032
H 4.8674 -3.6778 -0.6814 0.084 -0.034 -0.033
H 4.6536 -1.2987 -1.2747 -0.004 0.016 -0.018
H 1.8531 0.7261 -0.0888 0.292 -0.040 -0.109
H 2.1708 2.6704 -2.0709 0.116 -0.002 -0.041
H 3.8221 3.1931 -1.6344 -0.069 -0.110 0.017
H -1.1089 3.4388 2.7621 0.067 0.029 -0.006
H 0.3813 2.4567 2.7836 -0.043 0.021 0.022
H 0.4800 4.2084 2.4783 -0.089 0.003 0.022
H -1.0253 -0.1822 -1.1958 0.104 0.046 0.012
H -2.2908 0.4426 -3.1873 0.046 0.069 -0.083
H -4.7226 0.0149 -3.3028 -0.044 0.019 -0.077
H -5.8704 -1.0403 -1.3890 -0.081 -0.018 -0.013
H -4.5978 -1.6569 0.6224 -0.061 -0.067 0.095
```
Positions in Å, forces in eV/Å.

---

(5)
# C19H20N7O2ReS

A molecular structure, C19H20N7O2ReS (ωB97M-V with the def2-TZVPD basis set, the OMol25 dataset).

Results
HOMO (spin up / spin down) (eV): -17.58 / -17.59
Molecular weight (g mol⁻¹): 596.7
Charge: +3
Spin multiplicity: 2
Orbital gap (spin up / spin down) (eV): 5.897 / 6.115
Energy above the lowest of the compared OMol25 structures with the same formula, charge and spin (kcal per mole): 0.0

Geometry as XYZ:
```
50
Properties=species:S:1:pos:R:3:forces:R:3
Re -0.0420 -0.1913 0.7645 -0.599 4.010 0.482
O 1.2294 3.6978 0.4988 -0.302 -0.700 0.053
C 1.1538 2.5019 0.6056 1.806 0.717 -0.108
N -0.0265 1.7924 0.6088 -0.982 -3.460 -0.490
C -1.2436 2.5287 0.3847 -0.580 0.358 -0.024
C -2.4050 1.6433 0.7180 -0.143 0.347 0.070
C -3.6686 2.1698 0.9532 0.128 -0.274 -0.088
C -4.6879 1.3254 1.3594 0.169 -0.023 -0.043
C -4.4223 -0.0366 1.4677 0.212 -0.088 -0.137
C -3.1546 -0.4969 1.1747 -0.662 -0.231 0.223
N -2.1496 0.3202 0.8276 0.563 -0.283 0.018
C 2.3296 1.5944 0.8114 0.465 0.802 -0.029
C 3.6069 2.1226 0.9277 -0.507 -0.248 -0.102
C 4.6551 1.2479 1.1889 -0.083 -0.095 0.095
C 4.3748 -0.1050 1.3168 -0.129 0.008 -0.073
C 3.0683 -0.5527 1.1686 0.655 -0.342 0.138
N 2.0600 0.2799 0.9213 -0.536 -0.482 0.204
H -1.2391 3.4485 0.9859 -0.045 -0.216 -0.041
H -1.3026 2.8683 -0.6615 0.074 -0.073 0.152
H -3.8386 3.2283 0.8287 0.029 0.111 0.058
H -5.6654 1.7183 1.6000 -0.063 0.013 -0.035
H -5.1880 -0.7316 1.7721 -0.071 -0.084 0.017
H -2.9276 -1.5543 1.2290 0.051 0.007 0.073
H 3.7453 3.1909 0.8186 -0.011 -0.028 0.028
H 5.6614 1.6214 1.3166 0.057 -0.019 -0.043
H 5.1553 -0.8171 1.5348 0.054 -0.072 -0.009
H 2.8331 -1.6062 1.2503 -0.011 0.011 0.032
N -1.5760 -3.7776 4.9881 -0.262 -0.713 -0.401
C -1.1347 -2.7193 5.6683 0.205 0.559 0.535
O -1.0389 -2.6813 6.8718 0.027 0.030 -0.154
C -0.7028 -1.4704 4.8977 0.090 0.050 -0.178
C -0.3567 -0.3700 5.6914 0.000 -0.084 -0.289
C 0.0957 0.7852 5.0766 -0.122 -0.113 -0.253
C 0.1781 0.8237 3.6960 0.234 0.596 0.313
N -0.1665 -0.2188 2.9301 0.086 -0.352 -1.257
C -0.5933 -1.3495 3.5194 -0.308 -0.482 0.474
H -1.8316 -4.5970 5.5267 0.015 0.130 -0.082
H -1.7336 -3.8055 3.9981 0.026 0.019 0.061
H -0.4496 -0.4531 6.7686 0.007 -0.067 -0.047
H 0.3655 1.6585 5.6499 0.050 0.070 0.014
H 0.5159 1.7208 3.1949 0.006 -0.067 0.006
H -0.8577 -2.1652 2.8491 0.051 0.050 0.095
N 0.0360 -2.5752 -3.3463 0.043 -0.048 0.076
C -0.6527 -2.3673 -2.2476 -0.990 0.146 -0.303
N -1.9605 -2.5411 -2.2146 0.048 -0.075 -0.222
S 0.2524 -1.9398 -0.8137 1.178 0.552 0.953
H -0.4050 -2.9227 -4.1911 -0.018 0.013 0.032
H 1.0408 -2.4602 -3.3895 -0.071 0.050 0.172
H -2.4544 -2.8870 -3.0301 -0.044 0.065 0.040
H -2.5080 -2.4275 -1.3756 0.212 0.004 -0.006
```
Positions in Å, forces in eV/Å.

---

- Among the records above, which one has the highest molecular weight?
  C19H20N7O2ReS

---

- The lowest molecular weight belongs to which entry?
  C19H20N2O5